No. 1
{"formula": "C3H7NO3", "method": "wB97M-V/def2-TZVPD", "total_energy_ev": -10851.8118, "homo_ha": [-0.2978, -0.2979], "orbital_gap_ev": [8.3, 8.3], "relative_energy_ev": 6.5560, "multiplicity": 1, "symbols": ["H", "H", "H", "H", "C", "O", "C", "C", "O", "H", "N", "H", "O", "H"], "xyz": [[1.4782, -1.8818, -0.1097], [0.2438, -1.9050, 1.1386], [-0.2271, -2.4197, -0.5774], [0.3949, 2.2506, 0.0510], [0.1200, -0.3276, -0.2368], [-0.4118, 0.5161, 0.6230], [0.3423, -1.7051, 0.0711], [-0.5625, 1.8351, 0.1535], [2.9029, -0.8872, 0.5286], [0.1560, 0.0265, -1.3652], [2.3956, 0.0389, -0.0017], [-1.0756, 2.4061, 0.9038], [2.8152, 1.1753, -0.2780], [-1.2668, 1.8432, -0.7498]], "forces_ev_per_angstrom": [[-1.853, -0.082, 0.219], [-0.401, -0.092, -0.112], [0.331, 0.684, 0.636], [1.258, 0.676, -0.839], [1.812, 2.135, -2.474], [0.076, -1.546, -0.065], [1.201, -1.905, -0.102], [-2.299, 0.244, -0.949], [2.376, -0.683, 0.761], [-0.236, -0.708, 2.399], [-4.184, 2.821, -1.836], [-0.264, 0.005, 0.582], [0.759, -1.623, 0.903], [1.426, 0.074, 0.877]], "mulliken_charge": [0.3274, 0.2641, 0.3010, 0.3434, 0.3842, -0.2979, -0.9035, -0.6529, -0.5323, 0.2890, 0.4790, 0.2513, -0.5478, 0.2949]}

=====

No. 2
{"formula": "C3H7NO3", "method": "wB97M-V/def2-TZVPD", "total_energy_ev": -10856.5173, "homo_ha": -0.3669, "orbital_gap_ev": 10.5, "smiles": "N[C@@H](CO)C(=O)O", "relative_energy_ev": 1.8505, "multiplicity": 1, "symbols": ["O", "C", "H", "O", "O", "N", "H", "H", "C", "H", "C", "H", "H", "H"], "xyz": [[1.8005, -1.1455, 0.0087], [0.3185, 1.2684, 0.0466], [1.1625, 1.6159, -0.5341], [0.4418, -2.0020, -1.6600], [-0.6962, 2.2669, 0.0708], [-1.2901, -0.3292, 0.7439], [-1.4935, 1.8129, 0.3694], [2.0801, -2.0643, 0.0674], [0.6774, -1.1814, -0.7979], [-0.7545, -0.2560, 1.5949], [-0.3799, -0.0404, -0.3654], [-1.5435, -1.3065, 0.7332], [-1.1010, 0.0731, -1.3031], [0.7779, 1.2881, 1.0256]], "forces_ev_per_angstrom": [[-1.321, -0.298, -0.584], [-0.858, 0.718, -0.298], [-0.220, -0.085, -1.011], [0.794, 0.971, 1.410], [0.173, 0.320, -0.302], [0.687, -0.836, 0.050], [-0.062, 0.118, 0.094], [0.635, -0.233, -0.202], [-1.643, 0.514, 0.407], [0.170, 0.210, 0.465], [0.337, -0.297, -2.167], [-0.565, -0.187, -0.275], [1.935, 0.101, 1.696], [-0.061, -1.017, 0.716]], "mulliken_charge": [-0.4417, -0.5533, 0.3763, -0.5098, -0.5560, -0.6932, 0.3906, 0.3329, 0.2527, 0.2515, 0.3567, 0.2626, 0.2406, 0.2901]}